# 1
An isolated ion of composition C2Cl2O4Si and charge -2. Source: OMol25; level of theory: wB97M-V/def2-TZVPD.

As for the structure (SMILES): O=C([O-])[Si](Cl)(Cl)C(=O)[O-]. Its gap between HOMO and LUMO is 6.312 eV. The total charge is -2. As for the lowest unoccupied orbital energy: 5.9 eV.

CARTESIAN COORDINATES (ANGSTROEM)
C -0.524 -1.627 -0.513
C 0.304 1.249 1.372
O -1.630 -2.060 -0.695
O -0.736 1.328 2.095
O 0.526 -2.197 -0.154
O 1.383 1.802 1.584
Si 0.033 0.215 -0.346
Cl 1.784 0.010 -1.518
Cl -1.140 1.280 -1.825

Mulliken population analysis, charges in e, atoms 1 to 2: C 0.3887; C 0.4147



# 2
C20H17FO16V3 as an isolated structure. Source: OMol25; level of theory: wB97M-V/def2-TZVPD.

Its gap between HOMO and LUMO is 4.105 eV. The total charge is -1. As for the lowest unoccupied orbital energy: -1.4 eV.

CARTESIAN COORDINATES (ANGSTROEM)
O 0.959 -2.745 -4.287
V 1.389 -3.510 -2.968
O 1.428 -5.048 -3.107
O 2.469 -2.866 2.703
V 3.747 -2.708 1.765
O 4.631 -1.436 2.201
O 4.660 -0.048 -0.135
V 3.801 -0.551 -1.360
O 3.685 0.699 -2.308
C 1.537 -2.111 -0.632
O 0.994 -3.257 -0.733
O 2.499 -1.794 0.169
O 1.632 -1.485 -1.739
C 4.777 -2.963 -2.979
O 5.134 -1.840 -2.359
O 3.536 -3.311 -2.949
O 5.702 -3.767 -3.239
F 2.477 1.463 0.350
C 1.603 1.865 1.267
C 1.043 0.951 2.161
C 0.234 1.381 3.202
C 0.038 2.746 3.410
C 0.483 3.661 2.437
C 1.352 3.212 1.462
H 1.349 -0.085 2.072
H -0.202 0.654 3.872
H -0.537 3.114 4.249
H 0.194 4.698 2.522
H 1.823 3.919 0.788
C -3.442 -0.999 0.527
C -2.177 -1.550 0.719
C -1.640 -1.621 2.016
C -2.344 -1.069 3.052
C -3.555 -0.397 2.841
C -4.129 -0.413 1.594
O -5.350 0.194 1.395
O -0.401 -2.177 2.181
H -3.792 -0.970 -0.497
H -1.815 -2.151 -0.108
H -1.904 -1.111 4.041
H -4.059 0.049 3.687
H -5.920 -0.391 0.889
H -0.103 -2.414 1.292
C -1.337 1.992 -3.562
C -2.516 2.542 -3.055
C -2.765 2.413 -1.728
C -1.886 1.784 -0.845
C -0.710 1.224 -1.338
C -0.458 1.331 -2.712
O 0.658 0.765 -3.239
O -3.795 3.161 -1.165
H -1.010 2.064 -4.590
H -3.143 3.058 -3.768
H -2.201 1.631 0.180
H 0.018 0.697 -0.736
H 0.934 0.061 -2.630
H -3.596 3.458 -0.278

Mulliken population analysis, charges in e, atoms 1 to 2: O -0.6180; V 1.3803



# 3
C24H21ClN4O5PdS as an isolated structure. Source: OMol25; level of theory: wB97M-V/def2-TZVPD.

Its gap between HOMO and LUMO (spin up / spin down) is 6.367 / 6.401 eV. Its energy above the lowest of the compared OMol25 structures with the same formula, charge and spin is 32.7 kcal per mole. As for the lowest unoccupied orbital energy (spin up / spin down): -1.0 / -1.0 eV.

CARTESIAN COORDINATES (ANGSTROEM)
Pd 0.132 -0.478 0.273
O 2.871 3.741 -1.512
C 3.101 2.967 -2.580
C 4.174 3.300 -3.401
C 4.465 2.546 -4.520
C 3.679 1.442 -4.844
C 2.616 1.099 -4.041
C 2.305 1.838 -2.888
C 1.207 1.455 -2.048
O 0.400 0.370 -2.414
N 0.844 2.128 -1.010
N -0.180 1.616 -0.300
C -0.877 2.413 0.453
C -2.144 2.073 0.979
C -2.881 3.069 1.653
C -4.185 2.879 2.021
C -4.813 1.656 1.731
C -4.121 0.636 1.132
C -2.755 0.774 0.756
O -2.131 -0.231 0.268
H 2.083 3.383 -1.038
H 4.765 4.164 -3.131
H 5.307 2.817 -5.144
H 3.903 0.858 -5.726
H 1.997 0.251 -4.295
H -0.520 3.440 0.583
H -2.401 4.022 1.852
H -4.734 3.669 2.515
H -5.856 1.514 1.988
H -4.598 -0.309 0.904
C 2.386 -2.486 -2.010
O 2.000 -1.113 -1.894
C 0.667 -0.879 -1.946
O -0.188 -1.736 -1.869
H 3.395 -2.554 -1.615
H 2.381 -2.777 -3.062
H 1.704 -3.131 -1.459
Cl 0.301 -2.872 1.244
C 1.653 -1.730 1.129
H 2.450 -2.184 0.552
H 1.979 -1.445 2.123
N -1.907 -0.913 3.110
C -0.778 -0.262 3.412
N 0.023 0.257 2.533
C 1.093 0.908 3.126
C 2.131 1.546 2.455
C 3.135 2.149 3.194
C 3.122 2.111 4.586
C 2.101 1.469 5.269
C 1.093 0.874 4.529
S -0.302 -0.015 5.094
H -2.129 -1.061 2.130
H -2.436 -1.382 3.820
H 2.146 1.545 1.372
H 3.941 2.656 2.679
H 3.921 2.583 5.143
H 2.091 1.429 6.351

Mulliken population analysis, charges in e, atoms 1 to 2: Pd 0.4369; O -0.6743



# 4
One molecule with the formula C4H6N2O. Source: OMol25; level of theory: wB97M-V/def2-TZVPD.

Its gap between HOMO and LUMO is 9.470 eV. Its energy above the lowest of the compared OMol25 structures with the same formula, charge and spin is 63.9 kcal per mole. As for the lowest unoccupied orbital energy: 0.6 eV.

CARTESIAN COORDINATES (ANGSTROEM)
C 2.078 -0.327 0.107
C 0.616 -0.072 -0.022
N -0.221 -0.707 -0.726
C -1.510 -0.040 -0.486
C -1.319 1.078 0.553
O -2.461 -0.994 -0.106
N -0.011 0.991 0.729
H 2.366 -1.126 -0.578
H 2.319 -0.633 1.132
H 2.659 0.573 -0.122
H -1.783 0.465 -1.428
H -3.299 -0.787 -0.532
H 0.511 1.586 1.363

Mulliken population analysis, charges in e, atoms 1 to 2: C -1.0675; C 0.4867



# 5
C12H34IN3O6V2 as an isolated structure. Source: OMol25; level of theory: wB97M-V/def2-TZVPD.

Its gap between HOMO and LUMO (spin up / spin down) is 4.962 / 5.436 eV. The total charge is +2. As for the lowest unoccupied orbital energy (spin up / spin down): -8.4 / -7.9 eV. The spin multiplicity is 3.

CARTESIAN COORDINATES (ANGSTROEM)
O -15.223 0.238 6.364
V -14.527 1.672 6.666
O -13.928 2.067 11.156
V -15.278 1.300 10.740
I -15.152 5.528 8.766
O -15.140 1.837 8.683
H -15.350 2.776 8.864
C -16.827 4.817 12.912
C -16.084 3.552 12.500
C -16.382 2.438 13.463
O -15.801 1.258 12.916
C -15.815 0.150 13.860
N -16.436 3.242 11.122
H -17.857 4.547 13.148
H -16.742 5.661 12.227
H -16.422 5.276 13.814
H -15.051 3.869 12.651
H -17.449 2.246 13.591
H -15.965 2.583 14.459
H -15.042 0.331 14.608
H -15.518 -0.812 13.443
H -16.733 0.019 14.434
H -16.246 4.145 10.696
H -17.445 3.187 11.045
C -18.417 3.619 6.248
C -17.484 2.443 5.922
C -17.621 2.000 4.430
O -16.854 0.852 4.088
C -17.114 0.428 2.739
N -16.113 3.075 6.053
H -18.215 4.080 7.216
H -19.455 3.309 6.375
H -18.318 4.362 5.457
H -17.722 1.694 6.676
H -17.428 2.796 3.706
H -18.666 1.803 4.181
H -17.984 0.910 2.292
H -17.328 -0.641 2.743
H -16.204 0.577 2.157
H -16.218 3.677 6.865
H -16.085 3.785 5.332
C -12.196 5.143 5.080
C -13.178 3.955 5.236
C -12.885 2.866 4.254
O -13.748 1.746 4.568
C -13.631 0.721 3.584
N -13.197 3.527 6.641
H -12.184 5.521 4.057
H -11.190 4.800 5.321
H -12.488 5.991 5.700
H -14.149 4.349 4.936
H -11.861 2.504 4.364
H -12.961 3.218 3.225
H -12.661 0.224 3.563
H -13.953 1.039 2.593
H -14.220 -0.165 3.825
H -13.622 4.278 7.174
H -12.253 3.645 6.989

Mulliken population analysis, charges in e, atoms 1 to 2: O -0.4303; V 0.7566



# 6
C23H28N4OOs as an isolated structure. Source: OMol25; level of theory: wB97M-V/def2-TZVPD.

Its gap between HOMO and LUMO is 6.654 eV. Its energy above the lowest of the compared OMol25 structures with the same formula, charge and spin is 0.0 kcal per mole. The total charge is +4. As for the lowest unoccupied orbital energy: -15.6 eV.

CARTESIAN COORDINATES (ANGSTROEM)
Os -0.064 0.068 -0.108
C -2.382 -1.443 0.950
C -1.656 -2.145 2.080
C -0.180 -1.911 2.262
C 0.477 -2.618 3.258
C 1.849 -2.528 3.415
C 2.578 -1.712 2.547
C 1.899 -0.991 1.605
N 0.536 -1.090 1.446
N -1.630 -1.304 -0.344
C -1.078 -2.583 -0.888
C 0.019 -2.217 -1.842
C 0.509 -3.040 -2.822
C 1.574 -2.609 -3.620
C 2.124 -1.344 -3.409
C 1.608 -0.551 -2.419
N 0.569 -0.976 -1.635
C -2.590 -0.733 -1.348
C -2.690 0.741 -1.097
C -3.768 1.522 -1.411
C -3.691 2.904 -1.206
C -2.520 3.465 -0.689
C -1.470 2.646 -0.371
N -1.536 1.290 -0.584
H -2.668 -0.429 1.239
H -3.309 -1.982 0.744
H -1.802 -3.227 2.014
H -2.164 -1.860 3.007
H -0.108 -3.258 3.908
H 2.350 -3.085 4.199
H 3.653 -1.619 2.621
H 2.423 -0.320 0.938
H -1.866 -3.154 -1.384
H -0.687 -3.201 -0.079
H 0.065 -4.017 -2.975
H 1.965 -3.254 -4.399
H 2.944 -0.976 -4.013
H 1.987 0.444 -2.228
H -3.556 -1.232 -1.276
H -2.200 -0.907 -2.355
H -4.667 1.072 -1.815
H -4.538 3.537 -1.449
H -2.434 4.532 -0.528
H -0.547 3.029 0.035
C 2.749 3.532 0.301
C 1.852 3.585 1.557
C 1.299 2.189 1.732
O 1.304 1.601 0.351
C 2.348 2.284 -0.475
H 3.802 3.492 0.569
H 2.603 4.420 -0.309
H 1.058 4.322 1.454
H 2.429 3.859 2.439
H 0.263 2.156 2.079
H 1.918 1.546 2.357
H 1.883 2.503 -1.436
H 3.167 1.574 -0.593

Mulliken population analysis, charges in e, atoms 1 to 2: Os 0.1905; C -0.7326



# 7
One molecule with the formula C4H11N5. Source: OMol25; level of theory: wB97M-V/def2-TZVPD.

As for the structure (SMILES): [H]/N=C\N(N)[C@@H](N)C(=C)N. Its gap between HOMO and LUMO is 9.276 eV. Its energy above the lowest of the compared OMol25 structures with the same formula, charge and spin is 27.9 kcal per mole. As for the lowest unoccupied orbital energy: 0.6 eV.

CARTESIAN COORDINATES (ANGSTROEM)
C 0.063 -0.075 0.635
N 1.122 -0.028 -0.361
C -1.277 -0.251 -0.075
N 0.891 0.560 -1.612
N 0.179 1.074 1.515
N -1.991 0.918 -0.318
C 2.387 -0.480 -0.114
C -1.648 -1.443 -0.534
N 2.883 -0.971 0.932
H 0.236 -0.967 1.253
H 0.578 1.524 -1.507
H 0.169 0.048 -2.116
H 0.116 1.948 1.005
H -0.511 1.055 2.255
H -2.933 0.762 -0.645
H -1.947 1.613 0.414
H 2.259 -1.007 1.734
H 3.021 -0.393 -0.990
H -2.573 -1.581 -1.067
H -1.023 -2.307 -0.405

Mulliken population analysis, charges in e, atoms 1 to 2: C -0.3558; N 0.4268



# 8
A 3-piece molecular cluster, C15H25NO5 overall. Source: OMol25; level of theory: wB97M-V/def2-TZVPD.

As for the structure (SMILES): CC(C)=NOC(=O)OCc1ccccc1.CCO.CCO. Its gap between HOMO and LUMO is 8.533 eV. Its energy above the lowest of the compared OMol25 structures with the same formula, charge and spin is 90.4 kcal per mole. As for the lowest unoccupied orbital energy: 0.0 eV.

CARTESIAN COORDINATES (ANGSTROEM)
C 6.224 -2.233 -1.013
C 5.508 -0.928 -0.825
C 5.574 -0.290 0.549
N 4.840 -0.392 -1.811
O 3.435 -0.485 -1.462
C 2.752 0.626 -1.822
O 3.211 1.724 -1.733
O 1.544 0.330 -2.312
C 0.465 0.877 -1.524
C -0.258 -0.208 -0.753
C -0.366 -1.518 -1.196
C -1.019 -2.450 -0.399
C -1.561 -2.091 0.826
C -1.480 -0.767 1.245
C -0.830 0.174 0.458
H 5.795 -2.953 -0.313
H 6.037 -2.566 -2.032
H 7.301 -2.172 -0.822
H 4.611 -0.279 1.065
H 6.258 -0.873 1.170
H 5.999 0.703 0.420
H 0.918 1.519 -0.767
H -0.206 1.486 -2.129
H 0.057 -1.799 -2.152
H -1.094 -3.480 -0.727
H -2.053 -2.806 1.472
H -1.915 -0.438 2.182
H -0.749 1.209 0.782
C -0.865 5.846 0.793
C -0.550 4.459 1.322
O -0.741 3.467 0.314
H -1.894 5.891 0.434
H -0.729 6.601 1.568
H -0.217 6.092 -0.051
H -1.211 4.207 2.150
H 0.485 4.411 1.677
H -0.151 3.678 -0.418
C -6.266 -2.526 -0.163
C -5.938 -3.179 1.166
O -4.643 -2.796 1.622
H -5.524 -2.799 -0.914
H -7.253 -2.829 -0.517
H -6.248 -1.437 -0.073
H -5.936 -4.264 1.070
H -6.680 -2.902 1.923
H -4.639 -1.838 1.720

Mulliken population analysis, charges in e, atoms 1 to 2: C -1.2641; C 1.0250



# 9
A 6-piece molecular cluster, C40H94BN5 overall. Source: OMol25; level of theory: wB97M-V/def2-TZVPD.

Its gap between HOMO and LUMO is 10.042 eV. Its energy above the lowest of the compared OMol25 structures with the same formula, charge and spin is 34.8 kcal per mole. The total charge is +4. As for the lowest unoccupied orbital energy: -8.0 eV.

CARTESIAN COORDINATES (ANGSTROEM)
B -0.128 1.020 -0.403
H -0.797 0.753 -1.320
H 0.758 1.639 -0.834
H -0.739 1.772 0.244
H 0.059 0.059 0.227
C 3.147 3.478 1.753
C 4.449 3.242 0.934
C 4.973 1.835 1.165
N 5.253 1.058 -0.126
C 6.094 1.818 -1.135
C 3.976 0.574 -0.728
C 3.568 -0.734 0.005
C 4.824 -1.171 0.797
C 5.948 -0.237 0.283
H 2.223 3.013 1.416
H 3.081 4.560 1.857
H 3.359 3.108 2.759
H 5.075 4.093 1.205
H 4.318 3.460 -0.131
H 4.250 1.170 1.636
H 5.867 1.785 1.785
H 6.561 1.147 -1.847
H 6.758 2.405 -0.505
H 5.473 2.525 -1.681
H 4.224 0.153 -1.704
H 3.218 1.336 -0.900
H 3.328 -1.375 -0.838
H 2.692 -0.605 0.638
H 5.023 -2.200 0.500
H 4.788 -1.154 1.884
H 6.378 -0.711 -0.598
H 6.737 0.148 0.924
C -2.469 0.287 -5.234
C -1.739 -0.176 -3.999
C -1.412 -1.650 -4.092
N -0.610 -2.158 -2.902
C 0.724 -1.491 -2.716
C -1.420 -2.150 -1.616
C -2.250 -3.432 -1.560
C -1.431 -4.430 -2.336
C -0.416 -3.669 -3.164
H -1.797 0.290 -6.094
H -2.851 1.294 -5.068
H -3.303 -0.358 -5.515
H -2.377 -0.001 -3.129
H -0.830 0.399 -3.809
H -0.927 -1.916 -5.031
H -2.312 -2.267 -4.021
H 1.215 -1.365 -3.678
H 1.310 -2.153 -2.083
H 0.589 -0.535 -2.200
H -0.683 -2.058 -0.814
H -1.957 -1.221 -1.423
H -2.184 -3.616 -0.484
H -3.293 -3.280 -1.827
H -1.065 -5.186 -1.641
H -2.043 -5.039 -3.006
H 0.575 -3.937 -2.795
H -0.442 -3.921 -4.219
C 1.671 -1.327 3.326
C 1.834 -2.691 2.622
C 1.459 -3.786 3.622
N 1.471 -5.224 3.125
C 0.778 -5.338 1.798
C 0.777 -6.201 4.093
C 1.681 -7.430 4.107
C 3.047 -6.801 4.131
C 2.939 -5.723 3.098
H 2.548 -0.994 3.881
H 0.941 -1.359 4.140
H 1.334 -0.631 2.560
H 2.898 -2.859 2.441
H 1.242 -2.759 1.712
H 0.457 -3.664 4.036
H 2.197 -3.750 4.423
H -0.180 -4.830 1.840
H 0.744 -6.407 1.601
H 1.395 -4.878 1.027
H -0.297 -6.360 4.040
H 0.910 -5.635 5.022
H 1.524 -7.925 3.143
H 1.436 -8.164 4.870
H 3.929 -7.418 3.947
H 3.356 -6.380 5.094
H 3.176 -6.103 2.102
H 3.578 -4.852 3.224
C 2.637 3.419 -3.626
C 1.702 4.115 -2.603
C 0.241 3.745 -2.874
N -0.692 4.618 -2.083
C -0.349 4.747 -0.619
C -2.145 4.191 -2.292
C -2.995 5.396 -1.930
C -2.165 6.575 -2.526
C -0.768 5.996 -2.725
H 2.414 3.865 -4.594
H 2.425 2.349 -3.693
H 3.702 3.489 -3.416
H 1.903 5.188 -2.636
H 1.987 3.890 -1.571
H 0.008 2.716 -2.599
H 0.115 3.831 -3.953
H -1.042 5.281 0.033
H 0.511 5.414 -0.605
H -0.221 3.773 -0.154
H -2.255 3.339 -1.616
H -2.198 3.821 -3.313
H -3.126 5.538 -0.859
H -4.006 5.306 -2.321
H -2.129 7.486 -1.936
H -2.527 6.818 -3.522
H 0.079 6.609 -2.416
H -0.556 5.877 -3.788
C -7.178 1.830 3.783
C -6.346 1.802 2.526
C -4.995 1.120 2.750
N -4.226 0.844 1.471
C -4.144 2.085 0.572
C -2.827 0.311 1.770
C -3.199 -1.148 2.135
C -4.476 -1.511 1.371
C -4.832 -0.231 0.593
H -6.624 2.363 4.562
H -7.560 0.896 4.186
H -8.016 2.507 3.607
H -6.161 2.853 2.292
H -6.883 1.437 1.647
H -4.923 0.220 3.359
H -4.362 1.800 3.329
H -3.124 2.050 0.185
H -4.341 2.969 1.165
H -4.764 1.981 -0.313
H -2.158 0.273 0.908
H -2.417 1.026 2.480
H -2.389 -1.806 1.799
H -3.174 -1.313 3.212
H -4.231 -2.284 0.645
H -5.188 -1.878 2.105
H -4.288 -0.181 -0.343
H -5.914 -0.139 0.611

Mulliken population analysis, charges in e, atoms 1 to 2: B 1.6162; H -0.4757



# 10
One molecule with the formula C4H6N2O. Source: OMol25; level of theory: wB97M-V/def2-TZVPD.

Its gap between HOMO and LUMO (spin up / spin down) is 7.173 / 7.159 eV. Its energy above the lowest of the compared OMol25 structures with the same formula, charge and spin is 101.5 kcal per mole. As for the lowest unoccupied orbital energy (spin up / spin down): -1.4 / -1.4 eV.

CARTESIAN COORDINATES (ANGSTROEM)
O 1.630 2.128 -0.125
C 0.806 1.249 -0.260
N 0.883 0.027 0.606
C 0.430 -1.052 -0.276
C -0.784 -0.223 -0.706
C -1.259 0.145 0.652
N -0.259 1.095 -1.057
H 1.764 -0.070 1.105
H 0.158 -1.954 0.283
H 1.140 -1.292 -1.079
H -1.493 -0.634 -1.426
H -1.814 1.073 0.751
H -1.201 -0.492 1.531

Mulliken population analysis, charges in e, atoms 1 to 2: O -0.5879; C 0.5161



Number 1: maximum force 2.85 eV/A, E_tot -1587.2053 Eh. Number 2: maximum force 5.34 eV/A, E_tot -4908.1761 Eh. Number 3: maximum force 3.13 eV/A, E_tot -2508.5851 Eh. Number 4: maximum force 0.55 eV/A, E_tot -340.6930 Eh. Number 5: maximum force 6.67 eV/A, E_tot -3278.4892 Eh. Number 6: maximum force 0.64 eV/A, E_tot -1276.5972 Eh. Number 7: maximum force 0.98 eV/A, E_tot -432.7359 Eh. Number 8: maximum force 3.21 eV/A, E_tot -1017.3654 Eh. Number 9: maximum force 2.79 eV/A, E_tot -1877.6696 Eh. Number 10: maximum force 0.39 eV/A, E_tot -340.6332 Eh.